123
Properties=species:S:1:pos:R:3:forces:R:3 method="wB97M-V/def2-TZVPD" gap_ev=7.399 homo_energy_ev=-9.501 total_charge=+1 e_lumo_ev=-2.10 total_energy_ev=-139077.382
Zn -0.383589 -0.598228 0.352908 0.1 0.0 0.2
C 4.248914 2.230830 -0.442671 0.0 0.1 0.0
N 3.305654 1.143154 -0.668058 -0.1 0.0 0.0
C 2.052652 1.025519 -0.163837 0.3 0.0 0.0
N 1.487067 -0.087443 -0.607796 -0.2 0.0 0.1
C 2.380624 -0.695424 -1.462440 0.1 0.0 0.0
C 3.537341 0.061428 -1.484175 -0.1 0.0 0.0
C 4.846442 -0.090830 -2.152949 0.0 0.0 0.0
C 5.153571 0.651102 -3.289292 0.0 0.0 0.0
C 6.398821 0.526162 -3.889137 0.0 0.0 0.0
C 7.345160 -0.336067 -3.355139 0.0 0.0 0.0
C 7.046573 -1.073861 -2.216558 0.0 0.0 0.0
C 5.803759 -0.950116 -1.615682 0.0 0.0 0.0
C 2.032573 -1.851425 -2.314119 0.0 -0.1 0.0
C 3.008165 -2.548958 -3.034567 0.0 0.0 0.1
C 2.657113 -3.567124 -3.905568 0.0 0.0 0.0
C 1.325536 -3.920249 -4.073829 0.0 0.0 0.0
C 0.350410 -3.234979 -3.368838 0.0 -0.1 0.0
C 0.699054 -2.207140 -2.506503 0.0 0.0 0.1
P 1.339883 2.324257 0.898732 -0.1 -0.2 0.0
C -0.306076 2.392002 0.134802 -0.1 0.2 0.0
N -1.103499 1.367255 -0.129268 0.1 -0.2 0.0
C -2.176059 1.862428 -0.831035 0.1 0.1 -0.1
C -2.028832 3.226101 -0.961314 -0.1 -0.1 0.1
N -0.844657 3.542342 -0.343200 0.1 0.0 -0.1
C -0.261734 4.874176 -0.267246 0.0 0.1 0.0
C -2.948086 4.215336 -1.545085 0.0 0.1 0.0
C -4.270555 4.253673 -1.105363 0.0 0.0 0.0
C -5.165257 5.151808 -1.663457 0.0 0.0 0.0
C -4.748924 6.018796 -2.665263 0.0 0.0 0.0
C -3.433622 5.987144 -3.105641 0.0 0.0 0.0
C -2.535154 5.089947 -2.548065 0.0 0.0 0.0
C -3.201116 1.011892 -1.456456 0.0 0.0 0.0
C -3.663380 1.298429 -2.743458 0.0 0.0 0.0
C -4.601652 0.474298 -3.344429 0.0 0.0 0.0
C -5.082412 -0.645188 -2.676583 0.0 0.0 0.0
C -4.618375 -0.938361 -1.402353 0.0 -0.1 0.0
C -3.688948 -0.108298 -0.796744 0.0 0.1 0.0
C 0.960700 1.303525 2.342957 0.0 0.0 -0.1
N 0.419754 0.096038 2.293303 0.0 -0.1 0.1
C 0.367214 -0.360404 3.590332 -0.1 0.2 0.0
C 0.884777 0.608970 4.426170 -0.1 -0.3 0.0
N 1.252150 1.653651 3.617847 0.1 0.1 0.0
C 1.878674 2.890471 4.060871 0.0 0.1 0.0
C 1.076103 0.560096 5.884979 0.0 0.0 0.1
C 0.649480 1.595225 6.715388 0.0 0.0 0.0
C 0.787217 1.493157 8.091502 0.0 0.0 0.0
C 1.354341 0.358631 8.651869 0.0 0.0 0.0
C 1.788301 -0.674244 7.831665 0.0 0.0 0.0
C 1.652490 -0.574882 6.457142 0.0 0.1 0.0
C -0.192159 -1.649962 4.037917 0.0 0.0 -0.1
C 0.359291 -2.857675 3.624471 0.0 0.0 0.0
C -0.136172 -4.052316 4.122233 0.0 0.0 -0.1
C -1.184797 -4.045919 5.031245 0.0 -0.1 0.0
C -1.740450 -2.843846 5.445038 0.0 0.0 0.0
C -1.244401 -1.648211 4.950251 0.1 0.0 0.0
H 4.093604 2.660953 0.541570 0.0 0.0 0.0
H 5.261705 1.842839 -0.504813 0.0 0.0 0.0
H 4.128263 3.011449 -1.193553 0.0 0.0 0.0
H 4.409070 1.315064 -3.714639 0.0 0.0 0.0
H 6.627843 1.102003 -4.776510 0.0 0.0 0.0
H 8.314497 -0.434076 -3.825757 0.0 0.0 0.0
H 7.782439 -1.748604 -1.798911 0.0 0.0 0.0
H 5.562547 -1.529833 -0.732328 0.0 0.0 0.0
H 4.052651 -2.300977 -2.925674 0.0 0.0 0.0
H 3.431802 -4.081274 -4.460261 0.0 0.0 0.0
H 1.053853 -4.723102 -4.746703 0.0 0.0 0.0
H -0.693355 -3.501295 -3.485854 0.0 0.0 0.0
H -0.082037 -1.663649 -1.997837 0.0 -0.1 0.1
H -1.059826 5.610980 -0.242052 0.0 0.0 0.0
H 0.336935 4.964975 0.634079 0.0 0.0 0.0
H 0.370391 5.071196 -1.132690 0.0 0.0 0.0
H -4.591505 3.572337 -0.326750 0.0 0.0 0.0
H -6.189945 5.175121 -1.316217 0.0 0.0 0.0
H -5.450657 6.715743 -3.104177 0.0 0.0 0.0
H -3.108802 6.654724 -3.893106 0.0 0.0 0.0
H -1.516057 5.047930 -2.915566 0.0 0.0 0.0
H -3.276995 2.156517 -3.279591 0.0 0.0 0.0
H -4.953340 0.701504 -4.343148 0.0 0.0 0.0
H -5.817658 -1.283845 -3.148788 0.0 0.0 0.0
H -4.975165 -1.814359 -0.874652 0.0 0.0 0.0
H -3.341738 -0.324365 0.199372 0.0 0.0 0.1
H 2.518587 2.681083 4.914055 0.0 0.0 0.0
H 2.477789 3.305233 3.255151 0.0 0.0 0.0
H 1.131281 3.624661 4.358818 0.0 0.0 0.0
H 0.178519 2.473873 6.290354 0.0 0.0 0.0
H 0.438178 2.296120 8.727588 0.0 0.0 0.0
H 1.453222 0.276911 9.726466 0.0 0.0 0.0
H 2.231638 -1.561664 8.263767 0.0 0.0 0.0
H 1.991206 -1.379324 5.817560 0.0 0.0 0.0
H 1.184967 -2.856464 2.922186 0.0 0.0 0.0
H 0.290669 -4.992882 3.798026 0.0 0.0 0.0
H -1.572863 -4.982558 5.411986 0.0 0.0 0.0
H -2.566652 -2.836745 6.144743 0.0 0.0 0.0
H -1.659985 -0.703125 5.280351 0.0 0.0 0.0
C 1.395181 0.372969 -4.742413 0.0 0.1 0.0
Te -0.374902 0.830563 -3.616747 0.1 0.2 -0.4
C -1.354247 -0.593628 -4.885549 0.0 0.0 0.1
C -0.312008 -1.112961 -5.841266 0.1 0.0 0.0
C -0.654975 -2.067601 -6.798490 0.0 0.0 0.0
C 0.288874 -2.544858 -7.690258 0.0 0.0 0.0
C 1.596829 -2.077998 -7.628149 0.0 0.0 0.0
C 1.946642 -1.139074 -6.674106 0.0 0.0 0.0
C 0.998259 -0.649721 -5.776732 0.0 0.0 0.0
H 2.164336 -0.032982 -4.084163 -0.1 0.0 0.0
H 1.785718 1.277666 -5.208531 -0.1 0.0 0.0
H -2.178417 -0.110828 -5.408129 0.0 0.0 0.0
H -1.762934 -1.395414 -4.269306 0.0 0.0 0.0
H -1.674092 -2.436175 -6.836200 0.0 0.0 0.0
H 0.006215 -3.277393 -8.435283 0.0 0.0 0.0
H 2.340067 -2.445839 -8.323908 0.0 0.0 0.0
H 2.967921 -0.778624 -6.617531 0.0 0.0 0.0
C -2.778218 -4.735537 1.016257 0.0 0.0 0.1
C -3.242800 -3.545438 1.557697 0.0 0.1 0.1
C -2.528128 -2.368900 1.373756 0.1 0.0 0.0
C -1.341662 -2.320542 0.630388 0.1 0.0 -0.1
C -0.874623 -3.547268 0.145309 -0.1 0.0 0.0
C -1.576495 -4.734577 0.326485 0.0 0.0 0.0
H -3.336076 -5.653776 1.154117 0.0 0.0 0.0
H -4.163051 -3.530216 2.131200 0.0 0.0 0.0
H -2.912406 -1.470156 1.848322 0.0 0.0 0.0
H 0.064597 -3.598860 -0.387968 0.1 0.0 -0.1
H -1.180552 -5.659524 -0.077853 0.0 0.0 0.0